Formula: C4H8NO3
Source: OMol25
Level of theory: ωB97M-V with the def2-TZVPD basis set

Values from the calculation:
gap between HOMO and LUMO: 0.21062 Ha
total charge: -1
energy above the lowest of the compared OMol25 structures with the same formula, charge and spin: 7.5901 eV
E_HOMO: -3.49 eV

```
16
C4H8NO3, DFT ωB97M-V with the def2-TZVPD basis set
O -1.053 -2.484 1.855
C -1.210 -1.614 0.970
O -2.268 -1.313 0.422
C 0.059 -0.925 0.462
C 0.065 0.525 0.037
C -0.140 0.511 -1.553
O -0.672 1.481 0.552
N 1.049 -1.615 -0.166
H 1.156 3.818 0.974
H 1.160 0.763 0.172
H 0.848 0.554 -2.009
H -0.754 1.349 -1.854
H -0.597 -0.456 -1.780
H 0.973 -1.373 1.138
H 0.810 -2.604 0.008
H 0.574 3.383 0.772
```

=====

Formula: C7H15NO
Source: OMol25
Level of theory: ωB97M-V with the def2-TZVPD basis set

Values from the calculation:
gap between HOMO and LUMO (spin up / spin down): 0.32511 / 0.32508 Ha
total charge: 0
energy above the lowest of the compared OMol25 structures with the same formula, charge and spin: 4.4770 eV
E_HOMO (spin up / spin down): -8.09 / -8.09 eV

```
24
C7H15NO, DFT ωB97M-V with the def2-TZVPD basis set
C -0.982 -2.521 -0.828
C -0.580 -1.380 0.059
C -1.031 -1.424 1.462
N 0.134 -0.453 -0.642
O 0.633 -0.779 -1.878
C 0.532 0.954 -0.192
C 1.252 1.062 1.118
C 1.416 1.496 -1.315
C -0.776 1.807 -0.112
H -0.033 -2.827 -1.257
H -1.737 -2.231 -1.520
H -1.451 -3.381 -0.335
H -1.727 -0.544 1.766
H -1.432 -2.351 1.857
H -0.050 -1.245 2.095
H 0.563 0.923 2.044
H 2.006 0.278 1.420
H 1.727 2.018 1.086
H 2.201 2.177 -0.865
H 0.784 1.934 -2.081
H 1.819 0.578 -1.783
H -1.342 1.623 -0.958
H -1.414 1.509 0.681
H -0.514 2.777 0.178
```

=====

Formula: C3H7NO2
Source: OMol25
Level of theory: ωB97M-V with the def2-TZVPD basis set

Values from the calculation:
gap between HOMO and LUMO: 0.35518 Ha
total charge: 0
energy above the lowest of the compared OMol25 structures with the same formula, charge and spin: 1.6215 eV
E_HOMO: -8.89 eV

```
13
C3H7NO2, DFT ωB97M-V with the def2-TZVPD basis set
C -1.727 -0.347 1.555
C -1.425 0.917 1.783
O -0.499 1.593 1.025
H -2.453 -0.832 2.184
H -1.255 -0.903 0.759
H -1.868 1.508 2.573
H -0.433 2.498 1.340
N 1.580 -0.468 -2.474
C 1.035 -0.463 -1.233
O 0.822 -1.446 -0.565
H 1.775 0.411 -2.919
H 1.808 -1.320 -2.960
H 0.778 0.546 -0.873
```

=====

Formula: C14H40Cl4O12
Source: OMol25
Level of theory: ωB97M-V with the def2-TZVPD basis set

Values from the calculation:
gap between HOMO and LUMO: 0.34994 Ha
total charge: 0
E_HOMO: -9.79 eV

```
70
C14H40Cl4O12, DFT ωB97M-V with the def2-TZVPD basis set
Cl 0.733 0.765 -1.332
C 0.368 -0.118 0.149
Cl -1.383 -0.085 0.532
H 0.655 -1.157 0.051
H 0.855 0.377 0.981
Cl 3.743 4.154 0.862
C 2.872 3.104 -0.246
Cl 3.950 2.253 -1.338
H 2.326 2.379 0.350
H 2.171 3.716 -0.808
O 0.277 -3.181 2.146
C -0.800 -2.685 2.952
C -1.874 -3.737 3.207
O -1.439 -4.744 4.127
H 0.801 -3.766 2.702
H -0.405 -2.324 3.905
H -1.271 -1.865 2.415
H -2.106 -4.244 2.264
H -2.787 -3.239 3.526
H -0.628 -5.101 3.756
O -2.932 4.629 -0.482
C -2.052 3.510 -0.332
C -0.656 3.892 0.108
O -0.063 4.747 -0.851
H -2.983 4.812 -1.426
H -2.555 2.871 0.396
H -1.949 2.946 -1.263
H -0.041 3.030 0.355
H -0.764 4.409 1.076
H -0.598 5.548 -0.880
O 2.122 -2.112 -2.179
C 3.214 -2.144 -1.298
C 3.370 -0.848 -0.500
O 2.324 -0.781 0.478
H 1.371 -2.629 -1.839
H 3.228 -3.029 -0.648
H 4.077 -2.370 -1.943
H 3.238 -0.024 -1.197
H 4.334 -0.820 0.009
H 2.561 -1.310 1.241
O 1.910 2.946 5.268
C 2.036 3.656 4.052
C 1.019 3.208 3.017
O 1.239 1.858 2.564
H 1.938 2.007 5.066
H 1.824 4.711 4.251
H 3.038 3.675 3.616
H 1.007 3.868 2.150
H -0.005 3.233 3.405
H 0.975 1.268 3.275
O -2.634 1.690 -4.186
C -2.128 0.638 -3.349
C -3.105 -0.532 -3.427
O -3.056 -1.149 -4.689
H -3.311 2.185 -3.726
H -1.111 0.300 -3.517
H -2.147 1.087 -2.348
H -4.104 -0.185 -3.129
H -2.861 -1.305 -2.688
H -3.260 -0.483 -5.358
O -0.527 -4.320 -3.632
C -1.392 -4.132 -2.518
C -0.889 -3.149 -1.494
O 0.231 -3.665 -0.758
H 0.255 -4.798 -3.332
H -2.324 -3.783 -2.966
H -1.603 -5.096 -2.044
H -1.748 -2.911 -0.848
H -0.640 -2.148 -1.867
H 0.065 -3.501 0.182
```

=====

Formula: C5H9NO
Source: OMol25
Level of theory: ωB97M-V with the def2-TZVPD basis set

Values from the calculation:
gap between HOMO and LUMO: 0.39016 Ha
total charge: 0
energy above the lowest of the compared OMol25 structures with the same formula, charge and spin: 1.9360 eV
E_HOMO: -9.52 eV

```
16
C5H9NO, DFT ωB97M-V with the def2-TZVPD basis set
C -0.095 -1.043 1.410
C 0.040 0.387 0.948
N 1.389 0.878 0.664
C 0.425 0.783 -0.432
C 0.737 -0.195 -1.538
C -2.617 0.613 -0.917
O -2.819 -0.510 -0.907
H 0.650 -1.681 0.927
H 0.061 -1.112 2.492
H -1.093 -1.436 1.182
H -0.633 1.082 1.455
H 1.501 1.840 0.969
H -0.016 1.720 -0.777
H 1.246 -1.079 -1.145
H 1.399 0.270 -2.277
H -0.175 -0.518 -2.054
```

=====

Formula: C2H2O
Source: OMol25
Level of theory: ωB97M-V with the def2-TZVPD basis set

Values from the calculation:
gap between HOMO and LUMO: 0.38254 Ha
total charge: 0
energy above the lowest of the compared OMol25 structures with the same formula, charge and spin: 0.1605 eV
E_HOMO: -9.53 eV

```
5
C2H2O, DFT ωB97M-V with the def2-TZVPD basis set
C 0.383 -0.024 0.028
C 1.653 -0.020 0.009
O 2.811 0.018 -0.016
H -0.343 -0.680 -0.155
H -0.051 0.950 -0.106
```

=====

Formula: C6H12O
Source: OMol25
Level of theory: ωB97M-V with the def2-TZVPD basis set

Values from the calculation:
gap between HOMO and LUMO: 0.38918 Ha
total charge: 0
energy above the lowest of the compared OMol25 structures with the same formula, charge and spin: 2.5934 eV
E_HOMO: -9.53 eV

```
19
C6H12O, DFT ωB97M-V with the def2-TZVPD basis set
O 0.928 1.159 -0.292
C 1.397 -0.150 -0.524
C 0.679 -1.285 0.176
C 0.682 -2.624 -0.512
C -0.575 -1.803 -0.454
H 0.105 1.411 -0.749
H 1.411 -0.359 -1.603
H 2.435 -0.149 -0.180
H 0.755 -1.335 1.262
H 1.207 -2.708 -1.461
H 0.741 -3.518 0.104
H -0.884 -1.296 -1.365
H -1.390 -2.130 0.184
C -1.571 2.667 0.239
C -0.617 2.415 1.130
H -1.543 3.599 -0.317
H -2.399 1.987 0.057
H -0.576 1.519 1.744
H 0.232 3.085 1.219
```

=====

Formula: C5H11N
Source: OMol25
Level of theory: ωB97M-V with the def2-TZVPD basis set

Values from the calculation:
gap between HOMO and LUMO: 0.39944 Ha
total charge: 0
energy above the lowest of the compared OMol25 structures with the same formula, charge and spin: 0.7029 eV
E_HOMO: -9.66 eV

```
17
C5H11N, DFT ωB97M-V with the def2-TZVPD basis set
C -2.513 -0.823 -1.398
N -1.441 -0.910 -0.738
C -1.322 -0.133 0.484
C 0.011 0.618 0.512
C 1.224 -0.279 0.271
C 2.522 0.521 0.197
H -3.368 -0.202 -1.093
H -2.616 -1.392 -2.324
H -1.361 -0.838 1.325
H -2.160 0.576 0.608
H -0.011 1.405 -0.254
H 0.106 1.127 1.481
H 1.070 -0.833 -0.661
H 1.291 -1.033 1.068
H 2.466 1.273 -0.600
H 3.381 -0.125 -0.015
H 2.721 1.049 1.137
```

=====

Formula: C2H20ClN4O8Zr
Source: OMol25
Level of theory: ωB97M-V with the def2-TZVPD basis set

Values from the calculation:
gap between HOMO and LUMO: 0.32708 Ha
total charge: +3
E_HOMO: -19.27 eV

```
36
C2H20ClN4O8Zr, DFT ωB97M-V with the def2-TZVPD basis set
Zr 1.013 0.842 -0.109
Cl 3.463 -0.177 -0.797
C 0.302 -2.620 0.462
O 0.665 -1.459 0.234
N 0.604 -3.681 -0.202
N -0.410 -2.903 1.459
H 1.386 -3.715 -0.840
H 0.116 -4.491 0.151
H -0.643 -3.845 1.738
H -0.441 -2.283 2.255
C -2.403 -0.213 -0.111
O -1.253 0.090 0.036
N -3.289 0.561 -0.599
N -2.939 -1.382 0.173
H -4.282 0.424 -0.475
H -2.882 1.449 -0.857
H -2.355 -2.170 0.416
H -3.794 -1.560 -0.334
O 1.677 2.040 -1.973
H 0.981 2.173 -2.616
H 2.486 2.202 -2.458
O 2.416 2.442 0.601
H 3.081 2.487 1.289
H 2.451 3.299 0.177
O -0.480 2.434 -0.887
H -0.919 2.507 -1.735
H -0.547 3.309 -0.506
O 1.862 0.133 1.840
H 2.703 -0.247 2.094
H 1.247 -0.182 2.504
O -0.103 1.755 1.630
H -1.014 1.858 1.907
H 0.405 2.212 2.300
O 0.292 -0.141 -1.994
H -0.326 -0.298 -2.708
H 0.929 -0.852 -2.067
```

=====

Formula: C5H17IN2V
Source: OMol25
Level of theory: ωB97M-V with the def2-TZVPD basis set

Values from the calculation:
⟨S²⟩: 0.840
gap between HOMO and LUMO (spin up / spin down): 0.32140 / 0.22107 Ha
total charge: +2
energy above the lowest of the compared OMol25 structures with the same formula, charge and spin: 3.9551 eV
2S+1: 2
E_HOMO (spin up / spin down): -18.26 / -18.13 eV

```
26
C5H17IN2V, DFT ωB97M-V with the def2-TZVPD basis set
C -2.217 1.904 -1.772
C -0.731 -0.744 -3.507
H -3.175 1.629 -2.335
H -1.602 2.510 -2.501
H -2.557 2.448 -0.837
H -0.156 -1.746 -3.544
H -1.845 -0.713 -3.615
H -0.236 0.033 -4.159
V -0.953 0.244 -1.752
C 0.672 1.500 -1.972
H 1.271 1.158 -2.820
H 1.375 1.620 -1.145
H 0.338 2.515 -2.202
I -2.736 -1.326 -0.896
N 0.530 -1.444 -1.203
C 0.645 -1.717 0.294
C 0.765 -0.366 0.938
N -0.332 0.501 0.343
H 0.382 -2.373 -1.587
H 1.473 -1.184 -1.502
H -0.276 -2.219 0.650
H 1.528 -2.340 0.521
H 0.587 -0.443 2.015
H 1.749 0.108 0.783
H -1.181 0.286 0.880
H -0.129 1.479 0.549
```